Record 1
Computed, not measured: a molecular structure, C21H36P2Pt, with wB97M-V/def2-TZVPD.

The calculation puts the energy above the lowest of the compared OMol25 structures with the same formula, charge and spin at 47.3 kcal/mol. Its expectation value of S² is 2.464. For the lowest unoccupied orbital energy (spin up / spin down), the calculation gives -0.21 / -1.13 eV. The HOMO-LUMO gap (spin up / spin down) is 0.1915 / 0.2183 Eh.

Structure (ORCA input):
```
! wB97M-V def2-TZVPD RIJCOSX def2/J DEFGRID3
* xyz 0 3
P -2.082 -0.018 -1.032
P 0.976 -1.212 -1.216
C -0.999 0.271 -2.525
C 0.068 -0.790 -2.792
H -0.539 1.285 -2.424
H -1.760 0.256 -3.318
H -0.398 -1.720 -3.062
H 0.784 -0.461 -3.528
C 2.645 -0.683 -2.093
H 3.552 -0.947 -1.533
H 2.739 0.379 -2.361
H 2.695 -1.248 -3.039
C 1.636 -2.856 -0.890
H 2.380 -3.196 -1.624
H 0.785 -3.541 -0.816
H 2.127 -2.802 0.097
C -3.039 1.574 -1.465
H -3.946 1.585 -0.872
H -3.321 1.508 -2.521
H -2.499 2.506 -1.321
C -3.561 -1.015 -1.521
H -3.587 -2.081 -1.234
H -3.700 -0.872 -2.594
H -4.310 -0.497 -0.915
Pt -1.313 -1.938 -0.229
C 2.984 1.699 0.282
C 2.853 2.620 -0.691
C 2.170 3.952 -0.661
C 1.009 4.146 0.323
C -0.157 3.336 -0.126
C -0.334 2.319 0.718
C 0.606 1.131 0.507
C 1.935 1.247 1.281
C -3.180 -1.986 1.144
H 3.878 1.093 0.374
H 3.496 2.546 -1.524
H 1.858 4.161 -1.687
H 2.782 4.802 -0.382
H 1.337 3.720 1.291
H 0.711 5.180 0.548
H -0.727 3.528 -1.052
H -1.208 1.931 1.258
H 0.864 0.941 -0.543
H 0.232 0.155 0.824
H 1.748 1.884 2.171
H 2.178 0.242 1.683
H -2.921 -2.889 1.717
H -4.220 -2.086 0.836
H -3.196 -1.150 1.852
C 0.506 -2.456 4.222
C -0.100 -1.238 3.835
C -0.705 -1.169 2.553
C -0.569 -2.195 1.613
C -0.068 -3.418 2.051
C 0.475 -3.554 3.342
H 0.962 -2.555 5.227
H -0.068 -0.385 4.541
H -1.301 -0.315 2.232
H -0.085 -4.224 1.362
H 0.923 -4.499 3.705
*
```

=====

Record 2
Computed, not measured: a molecular structure, C21H36P2SeW, with wB97M-V/def2-TZVPD.

Its expectation value of S² is 2.102. For the lowest unoccupied orbital energy (spin up / spin down), the calculation gives -7.62 / -7.69 eV. The HOMO-LUMO gap (spin up / spin down) is 0.2021 / 0.1924 Eh.

Structure (ORCA input):
```
! wB97M-V def2-TZVPD RIJCOSX def2/J DEFGRID3
* xyz 2 3
P -0.321 2.170 0.435
P -0.743 -2.075 0.752
C 0.735 0.612 0.964
C 0.569 -0.814 0.296
H 0.562 0.521 2.053
H 1.793 0.887 0.815
H 0.720 -0.731 -0.883
H 1.392 -1.476 0.575
C -0.210 -2.420 2.419
H -1.055 -2.746 3.041
H 0.262 -1.528 2.850
H 0.513 -3.239 2.306
C -0.620 -3.549 -0.246
H 0.314 -4.053 0.075
H -0.578 -3.319 -1.324
H -1.459 -4.242 -0.075
C 0.421 3.677 1.167
H -0.196 4.573 1.023
H 1.388 3.888 0.690
H 0.604 3.592 2.245
C 0.183 2.287 -1.366
H -0.061 1.442 -2.121
H 1.257 2.510 -1.318
H -0.316 3.166 -1.771
W -0.842 0.268 -0.781
C 2.937 -1.768 -1.273
C 3.287 -1.583 0.020
C 4.429 -0.759 0.530
C 4.748 0.556 -0.218
C 3.547 1.282 -0.796
C 3.006 1.009 -2.002
C 3.544 0.012 -2.971
C 3.860 -1.399 -2.402
C -2.542 1.706 -0.791
H 2.044 -2.341 -1.562
H 2.893 -2.238 0.814
H 5.314 -1.409 0.530
H 4.232 -0.523 1.588
H 5.219 1.230 0.521
H 5.538 0.348 -0.966
H 3.315 2.228 -0.292
H 2.337 1.709 -2.501
H 4.468 0.416 -3.443
H 2.804 -0.117 -3.781
H 3.728 -2.142 -3.212
H 4.926 -1.455 -2.100
H -3.101 0.822 -1.146
H -2.553 2.475 -1.569
H -2.970 2.088 0.139
Se -2.409 -0.626 0.934
C -4.539 -0.223 1.100
C -4.951 0.409 2.261
C -6.317 0.717 2.414
C -7.223 0.359 1.410
C -6.786 -0.334 0.273
C -5.423 -0.659 0.130
H -4.206 0.764 2.974
H -6.649 1.246 3.302
H -8.281 0.536 1.559
H -7.493 -0.608 -0.511
H -5.045 -1.129 -0.779
*
```

=====

Record 3
Computed, not measured: a molecular structure, C21H36P2TeW, with wB97M-V/def2-TZVPD.

Its expectation value of S² is 2.030. For the lowest unoccupied orbital energy (spin up / spin down), the calculation gives -7.57 / -7.36 eV. The HOMO-LUMO gap (spin up / spin down) is 0.2235 / 0.2413 Eh.

Structure (ORCA input):
```
! wB97M-V def2-TZVPD RIJCOSX def2/J DEFGRID3
* xyz 2 3
P -1.686 1.181 -2.630
P -0.950 -2.799 -0.048
C -2.502 -2.013 -2.334
C -2.558 -2.878 -0.965
H -3.074 -2.576 -3.080
H -3.087 -1.046 -2.394
H -3.336 -2.397 -0.288
H -2.635 -4.026 -1.070
C 0.215 -3.681 -1.198
H 1.149 -4.037 -0.698
H 0.661 -3.130 -2.039
H -0.331 -4.458 -1.789
C -0.929 -3.884 1.387
H -0.598 -4.915 1.128
H -1.934 -3.809 1.816
H -0.311 -3.473 2.195
C -1.594 2.413 -3.978
H -1.340 3.377 -3.508
H -2.619 2.530 -4.335
H -0.863 2.136 -4.786
C -3.305 1.557 -1.848
H -3.659 0.647 -1.332
H -3.915 1.905 -2.709
H -3.034 2.403 -1.177
W -0.707 -1.443 -3.323
C -1.235 -3.393 -4.223
C 0.149 -3.649 -4.190
C 1.188 -3.052 -5.046
C 0.663 -1.926 -6.000
C -0.115 -0.909 -5.193
C -1.595 -0.729 -4.997
C -2.541 -1.734 -5.583
C -2.031 -3.170 -5.519
C 0.879 -0.257 -2.567
H -1.810 -4.056 -3.532
H 0.398 -4.661 -3.831
H 1.641 -3.791 -5.743
H 2.024 -2.789 -4.333
H 1.603 -1.475 -6.434
H -0.003 -2.327 -6.800
H 0.447 0.020 -5.105
H -1.967 0.313 -5.089
H -2.874 -1.602 -6.664
H -3.464 -1.606 -5.002
H -2.914 -3.819 -5.480
H -1.588 -3.450 -6.499
H 1.230 -0.453 -1.545
H 0.815 0.831 -2.728
H 1.810 -0.528 -3.087
Te -0.721 -0.308 0.456
C 0.623 0.842 1.799
C 2.006 0.678 1.931
C 2.654 1.266 3.050
C 1.921 1.978 4.017
C 0.524 2.148 3.857
C -0.125 1.580 2.737
H 2.559 0.106 1.178
H 3.724 1.140 3.145
H 2.409 2.378 4.901
H -0.047 2.760 4.551
H -1.182 1.718 2.556
*
```

=====

Record 4
Computed, not measured: a molecular structure, C21H37BBrN6PdSi, with wB97M-V/def2-TZVPD.

Its expectation value of S² is 2.005. For the lowest unoccupied orbital energy (spin up / spin down), the calculation gives -1.89 / -4.51 eV. The HOMO-LUMO gap (spin up / spin down) is 0.3774 / 0.2801 Eh.

Structure (ORCA input):
```
! wB97M-V def2-TZVPD RIJCOSX def2/J DEFGRID3
* xyz 1 3
Pd -0.925 0.834 0.819
C 0.316 1.220 4.945
C -0.645 0.841 4.010
N -0.213 1.126 2.785
N 1.011 1.678 2.895
C 1.349 1.741 4.191
B 1.804 2.108 1.637
N 2.035 0.862 0.746
C 3.183 0.317 0.320
C 2.890 -0.791 -0.451
C 1.498 -0.862 -0.449
N 1.001 0.138 0.275
N 0.946 3.129 0.852
C 1.227 4.387 0.482
C 0.144 4.898 -0.208
C -0.786 3.861 -0.221
N -0.289 2.807 0.422
H 0.267 1.126 6.015
H -1.612 0.388 4.160
H 2.298 2.156 4.486
H 2.849 2.593 1.948
H 4.128 0.756 0.593
H 3.582 -1.451 -0.942
H 0.842 -1.572 -0.925
H 2.175 4.830 0.735
H 0.044 5.878 -0.639
H -1.773 3.823 -0.652
C -5.420 -2.413 -2.056
C -5.334 -0.885 -1.904
C -6.738 -0.296 -2.134
C -4.412 -0.394 -3.032
Si -4.729 -0.431 -0.148
Br -2.433 -0.959 -0.332
C -4.789 1.442 0.269
C -3.913 1.879 1.450
C -4.357 2.267 -0.953
C -6.239 1.827 0.628
C -5.322 -1.577 1.259
C -4.715 -2.988 1.187
C -6.857 -1.695 1.209
C -4.934 -1.002 2.629
H -5.737 -2.641 -3.078
H -6.146 -2.868 -1.385
H -4.453 -2.895 -1.901
H -7.131 -0.685 -3.077
H -6.719 0.792 -2.218
H -7.448 -0.567 -1.351
H -4.863 -0.681 -3.986
H -3.427 -0.858 -2.989
H -4.280 0.685 -3.049
H -2.867 1.547 1.361
H -4.269 1.516 2.410
H -3.879 2.970 1.496
H -3.358 1.997 -1.307
H -4.346 3.327 -0.681
H -5.050 2.158 -1.785
H -6.571 1.359 1.555
H -6.949 1.571 -0.157
H -6.290 2.910 0.775
H -4.903 -3.493 0.243
H -5.164 -3.595 1.978
H -3.639 -2.975 1.358
H -7.206 -2.220 0.320
H -7.358 -0.726 1.247
H -7.193 -2.268 2.077
H -3.858 -0.825 2.710
H -5.203 -1.728 3.402
H -5.462 -0.078 2.860
*
```